This record from the OMol25 dataset describes C17H12N4O3S in the gas phase. The level of theory is ωB97M-V/def2-TZVPD.

```
! RIJCOSX wB97M-V def2-TZVPD def2/J DEFGRID3
* xyz 0 1
S -2.966 -0.203 1.736
O -2.912 -2.257 -1.317
O 3.090 2.157 0.538
O -0.224 -1.648 -1.238
N -4.368 0.774 -0.397
N -4.119 1.514 -1.460
N -2.303 1.438 -0.394
N -2.917 1.914 -1.482
C -0.941 1.639 -0.142
C -0.179 -1.619 1.018
C 2.382 -1.186 1.156
C -0.456 1.754 1.156
C 1.143 -1.404 0.550
C 3.475 -1.001 0.344
C 0.896 1.923 1.364
C 1.274 1.898 -1.014
C -3.245 0.717 0.281
C -3.236 -1.856 1.008
C -0.078 1.721 -1.228
C -2.401 -1.999 -0.254
C 3.362 -1.029 -1.051
C -0.964 -1.757 -0.098
C 2.152 -1.243 -1.677
C 1.772 1.992 0.282
C 1.046 -1.431 -0.860
H -4.292 -1.969 0.764
H -1.132 1.720 1.996
H 4.445 -0.827 0.785
H 4.248 -0.883 -1.651
H 2.469 -1.161 2.231
H -0.495 -1.661 2.040
H 2.056 -1.269 -2.750
H 1.948 1.960 -1.856
H -0.478 1.643 -2.226
H -2.937 -2.569 1.774
H 1.296 2.014 2.360
H 3.589 2.193 -0.288
*
```

Properties
total energy = -40760.3316 eV
frontier orbital gap = 0.303 Ha
SMILES = O=C(CSc1nnnn1-c1ccc(O)cc1)c1cc2ccccc2o1

---

This record from the OMol25 dataset describes a gas-phase ion, C5H15N2S (charge +1). The level of theory is ωB97M-V/def2-TZVPD.

```
! RIJCOSX wB97M-V def2-TZVPD def2/J DEFGRID3
* xyz 1 1
S 2.002 3.115 0.137
N -1.397 -2.501 -1.264
N 0.658 -0.696 0.004
C -1.687 -1.659 -0.072
C -0.417 -1.533 0.757
C 1.354 1.587 -0.761
C -2.861 -2.192 0.782
C 0.525 0.776 0.292
H 2.206 1.090 -1.174
H -0.479 -1.208 1.803
H 0.759 3.493 0.453
H -0.057 -2.557 0.864
H 0.552 -0.851 -0.998
H -3.262 -1.536 1.559
H -1.948 -3.349 -1.182
H 1.019 0.842 1.270
H -0.501 1.120 0.299
H 1.558 -1.017 0.344
H 0.664 1.841 -1.575
H -3.794 -2.380 0.218
H -1.741 -2.028 -2.088
H -2.700 -3.168 1.224
H -2.040 -0.692 -0.425
*
```

Properties
total energy = -19236.8609 eV
frontier orbital gap = 0.358 Ha
SMILES = C[C@H](N)C[NH2+]CCS

---

This record from the OMol25 dataset describes a molecular structure, C40H40ClIN2OP3RuSe2. The level of theory is ωB97M-V/def2-TZVPD.

```
! RIJCOSX wB97M-V def2-TZVPD def2/J DEFGRID3
* xyz 0 2
I -2.210 5.666 0.539
Ru 0.082 0.782 0.755
Se 0.409 -1.639 -2.201
Se -1.257 -0.555 -0.945
Cl -5.791 2.970 4.036
P 1.401 2.234 2.018
P -0.402 -3.707 -2.531
P 1.176 -0.780 2.042
O -1.057 2.644 0.583
N 1.517 0.803 -0.529
N -1.805 0.494 1.884
C 3.183 0.846 -2.237
C -3.008 -4.549 -2.995
C -1.896 -4.651 1.220
C 3.312 1.040 -3.610
C 4.346 0.436 -4.310
C 5.159 -0.541 -2.274
C -2.134 -3.464 -3.076
C -2.773 3.956 1.581
C 2.453 3.813 -2.174
C 2.411 0.040 3.145
C 0.183 3.021 -2.069
C -2.060 2.778 1.378
C -0.652 -4.337 -0.826
C 0.804 3.882 2.465
C 0.293 -1.793 3.276
C 2.033 1.440 -1.486
C 3.052 2.628 1.346
C 0.637 5.304 -2.678
C -4.737 -3.275 -4.074
C -1.796 -4.117 -0.059
C 1.857 1.396 3.582
C -3.899 4.004 2.420
C -2.578 -2.288 -3.673
C -0.266 4.277 -2.453
C 5.273 -0.354 -3.645
C -2.329 -0.654 2.250
C -3.518 -0.742 2.992
C 1.544 2.784 -1.925
C 2.001 5.072 -2.536
C -3.871 -2.196 -4.169
C -2.527 1.631 2.101
C -4.363 2.882 3.045
C 2.121 -2.043 1.159
C -4.301 -4.455 -3.484
C 0.386 -5.093 -0.279
C -3.708 1.641 2.868
C -0.852 -5.393 1.757
C -4.181 0.398 3.343
C 0.295 -5.609 1.006
C 4.118 0.052 -1.579
H 0.283 6.285 -2.967
H 2.751 -1.566 0.411
H 3.340 0.168 2.584
H 3.505 1.772 0.851
H -4.424 4.940 2.551
H 4.426 0.580 -5.380
H -4.204 -1.272 -4.623
H 3.698 2.977 2.154
H 5.883 -1.151 -1.747
H -0.339 -1.183 3.921
H -1.914 -1.436 -3.738
H 1.271 -5.283 -0.876
H 3.517 3.622 -2.088
H 0.505 4.396 1.552
H -5.747 -3.199 -4.455
H 6.082 -0.821 -4.192
H -0.939 -5.813 2.752
H 2.949 3.423 0.607
H 1.593 4.440 2.971
H -2.616 -3.544 -0.471
H -5.084 0.363 3.936
H 4.020 -0.093 -0.510
H -0.312 -2.558 2.793
H -1.805 -1.544 1.937
H 2.720 -2.640 1.850
H 0.947 1.264 4.175
H -2.677 -5.477 -2.541
H 2.589 1.653 -4.133
H -1.328 4.452 -2.562
H 2.710 5.870 -2.717
H 1.047 -2.294 3.884
H 2.630 -0.615 3.990
H 1.417 -2.685 0.628
H 1.108 -6.199 1.410
H -0.072 3.814 3.112
H 2.572 1.971 4.173
H -3.886 -1.717 3.282
H -0.520 2.218 -1.885
H -2.802 -4.496 1.795
H -4.968 -5.304 -3.407
*
```

Properties
total energy = -228925.1056 eV
frontier orbital gap (alpha / beta) = 0.249 / 0.235 Ha

---

This record from the OMol25 dataset describes a molecular structure, H12O6. The level of theory is ωB97M-V/def2-TZVPD.

```
! RIJCOSX wB97M-V def2-TZVPD def2/J DEFGRID3
* xyz 0 1
O 2.111 1.421 -0.522
O 0.838 -0.116 -0.250
O -2.181 0.608 -0.701
O 2.029 0.718 1.351
O -1.095 -0.100 0.816
O -1.015 -1.569 -0.326
H -1.233 -0.824 0.205
H -1.601 0.256 -0.026
H 1.975 0.786 0.397
H 0.601 -0.854 -0.812
H 1.687 -0.154 1.549
H 0.001 0.222 0.068
H -1.565 -2.292 -0.025
H 1.379 1.189 -1.094
H 2.551 2.140 -0.976
H -2.907 0.998 -0.215
H -0.994 -0.522 1.669
H -0.580 -1.907 -1.109
*
```

Properties
total energy = -12467.2020 eV
frontier orbital gap = 0.296 Ha

---

This record from the OMol25 dataset describes 2 unconnected molecules or ions with the total composition N2O4. The level of theory is ωB97M-V/def2-TZVPD.

```
! RIJCOSX wB97M-V def2-TZVPD def2/J DEFGRID3
* xyz 2 1
O -1.695 0.343 -0.170
O 3.327 0.443 -0.339
O 1.245 0.707 0.404
O -2.885 -1.488 0.096
N 2.283 0.575 0.023
N -2.276 -0.579 -0.014
*
```

Properties
total energy = -11140.7093 eV
frontier orbital gap = 0.554 Ha

---

This record from the OMol25 dataset describes a molecular structure, C4H10Cl. The level of theory is ωB97M-V/def2-TZVPD.

```
! RIJCOSX wB97M-V def2-TZVPD def2/J DEFGRID3
* xyz 0 2
Cl 0.022 0.856 -0.133
C -1.156 0.642 2.049
C -1.810 -1.049 3.806
C -1.240 -0.835 2.395
C 0.120 -1.517 2.155
H -1.984 -2.115 3.974
H -1.813 1.306 2.607
H 0.888 -1.138 2.842
H 0.014 -2.597 2.255
H -0.132 1.016 2.117
H -1.989 -1.257 1.688
H -1.118 -0.687 4.580
H 0.412 -1.293 1.123
H -2.769 -0.523 3.918
H -1.359 0.747 0.945
*
```

Properties
total energy = -16830.5164 eV
frontier orbital gap (alpha / beta) = 0.416 / 0.302 Ha

---

This record from the OMol25 dataset describes 2 unconnected molecules or ions with the total composition C5H8NP. The level of theory is ωB97M-V/def2-TZVPD.

```
! RIJCOSX wB97M-V def2-TZVPD def2/J DEFGRID3
* xyz 0 1
P 1.292 -1.843 -0.156
N 4.912 -0.151 0.243
C 2.504 -0.763 0.076
C 3.831 -0.556 0.091
C -0.298 -0.782 -0.175
C 1.479 1.946 -0.013
C -1.648 -1.458 0.089
H -1.909 -2.375 -0.459
H 2.389 1.549 0.428
H -1.603 -1.876 1.131
H 0.921 2.648 0.640
H -0.310 -0.650 -1.267
H 1.317 1.844 -1.061
H 0.013 0.197 0.357
H -2.564 -0.867 0.048
*
```

Properties
total energy = -16087.7214 eV
frontier orbital gap (alpha / beta) = 0.292 / 0.275 Ha

---

Calculated values (eV) of relative energy (zero: lowest compared OMol25 entry of this formula, charge and spin) for the records, taken in order: 0.000, 0.952, 0.262, 13.912, 0.071, 0.819, 5.160.